No. 1
C2H4NO4S2 | the ωB97M-V functional and the def2-TZVPD basis

Net charge = -1
Expectation value of S² = 2.008
Multiplicity = 3
Lowest unoccupied orbital energy (spin up / spin down) = 0.1286 / 0.0567 Eh
DFT total energy = -33487.084 eV

CARTESIAN COORDINATES (ANGSTROEM)
C -2.2097 0.3928 0.1261
C 1.9641 -0.4564 -0.5591
N 2.0820 0.9253 -0.3430
O 0.2729 -0.7674 1.3530
O -1.8862 0.5411 1.4141
O 0.1231 -2.3650 -0.5054
O -1.3060 -0.0599 -0.6702
S -3.7813 0.6586 -0.2818
S 0.3523 -1.0040 -0.0939
H 1.9903 -0.6333 -1.6437
H 1.8393 1.1642 0.6087
H 1.5654 1.5361 -0.9786
H -1.0060 0.0680 1.5737

No. 2
C4H10N2O | the ωB97M-V functional and the def2-TZVPD basis

Net charge = +1
Energy relative to the best compared isomer or geometry (same formula, charge and spin) = 45.6 kcal/mol
Expectation value of S² = 0.756
Multiplicity = 2
Lowest unoccupied orbital energy (spin up / spin down) = -0.1168 / -0.3126 Eh
DFT total energy = -9327.952 eV

CARTESIAN COORDINATES (ANGSTROEM)
C -0.0183 0.4905 -0.3751
N -1.0199 -0.4136 -0.8388
C -2.3291 -0.4293 -0.3077
O -2.6011 -0.1742 0.8279
C 1.4205 -0.0814 -0.0947
C 2.4913 0.9218 -0.6374
N 1.4545 -0.3167 1.3469
H -0.2987 0.8483 0.6306
H 0.0828 1.5080 -0.8559
H -0.8549 -1.3864 -1.0893
H -3.0341 -0.7169 -1.0987
H 1.6443 -0.9796 -0.6346
H 2.1758 1.9440 -0.4065
H 3.4229 0.6070 -0.2092
H 2.5619 0.8241 -1.7498
H 1.5062 0.5055 1.9524
H 1.8445 -1.2448 1.5090

No. 3
C53H94F3INO20PS6 | the ωB97M-V functional and the def2-TZVPD basis

Multiplicity = 1
Lowest unoccupied orbital energy = 0.0068 Eh
DFT total energy = -189474.248 eV

CARTESIAN COORDINATES (ANGSTROEM)
C 7.6138 -5.0732 0.0838
C 6.2022 -4.6138 0.3069
O 5.9271 -3.6299 0.9734
O 5.2049 -5.3640 -0.2800
C 4.9722 -4.8459 -1.6028
C 3.9555 -5.7053 -2.3373
C 2.5434 -5.0939 -2.1375
C 2.0152 -4.3192 -3.3618
C 1.1388 -3.1396 -2.8688
C 1.8123 -1.8044 -3.1564
C 1.1478 -0.5267 -2.5339
C 2.1745 -0.1068 -1.4448
C 2.4809 -1.1876 -0.3943
C 2.6985 -0.6275 1.0245
I 1.4796 -1.6826 2.4780
C -0.2429 -0.8881 -1.9800
C -1.0898 0.2810 -1.4453
C -0.6402 0.8535 -0.0893
C -1.7939 0.7615 0.8950
O -1.9837 -0.6514 1.1524
C -3.0239 -0.9056 1.9833
O -4.1709 -0.6115 1.6908
O 1.0977 0.3941 -3.6194
C 0.9668 1.7435 -3.2742
C 2.1490 2.6398 -3.8210
O 3.0656 1.9034 -4.6006
C 4.3348 1.5699 -4.1040
C 5.3314 2.6788 -4.5105
O 6.6571 2.2311 -4.7158
C 7.3366 1.8136 -3.5963
C 7.1001 2.2407 -2.3259
C 7.8230 1.7270 -1.2818
C 8.7780 0.7886 -1.4931
C 9.0290 0.3881 -2.7760
C 8.3171 0.8926 -3.8127
C 4.7121 0.2844 -4.8519
O 5.4542 -0.5856 -3.9750
C 5.7323 -1.8096 -4.4443
F 7.0405 -2.0776 -4.3456
F 5.3873 -2.0068 -5.7236
F 5.1017 -2.7460 -3.7118
P 2.7971 3.7111 -2.4459
N 2.9471 5.2064 -2.9410
H 8.2584 -4.2333 -0.1362
H 7.9322 -5.5447 1.0090
H 7.6763 -5.8025 -0.7181
H 4.6224 -3.8228 -1.4859
H 5.9140 -4.8238 -2.1643
H 3.9628 -6.6686 -1.8364
H 4.1816 -5.7763 -3.3921
H 1.8227 -5.8566 -1.8551
H 2.6099 -4.4397 -1.2700
H 1.3728 -5.0146 -3.8911
H 2.8302 -3.9676 -3.9897
H 0.9119 -3.3255 -1.8247
H 0.2009 -3.1646 -3.4104
H 1.8214 -1.6977 -4.2403
H 2.8625 -1.8464 -2.8732
H 3.0967 0.0554 -2.0019
H 1.9195 0.8384 -0.9634
H 3.4307 -1.6447 -0.6622
H 1.7656 -1.9972 -0.3592
H 3.7063 -0.7920 1.3702
H 2.3910 0.4060 1.1135
H -0.1987 -1.6012 -1.1690
H -0.8139 -1.2892 -2.8136
H -2.0779 -0.1399 -1.2629
H -1.2485 1.0548 -2.1911
H 0.1554 0.2496 0.3341
H -0.3794 1.9107 -0.1372
H -1.5829 1.2586 1.8376
H -2.7021 1.1409 0.4332
H -2.7912 -1.4259 2.9156
H 0.8405 1.9301 -2.2107
H 0.0520 2.1193 -3.7336
H 1.6891 3.3526 -4.4968
H 4.3870 1.3113 -3.0474
H 5.2903 3.5211 -3.8219
H 4.9821 3.0677 -5.4607
H 6.3488 2.9843 -2.1125
H 7.5902 2.0652 -0.2840
H 9.3397 0.3749 -0.6718
H 9.7806 -0.3550 -2.9891
H 8.5087 0.5751 -4.8236
H 3.7632 -0.2000 -5.0744
H 5.2053 0.4802 -5.7969
H 4.0346 3.2760 -1.9311
H 1.8442 3.6450 -1.4035
H 3.8950 5.5361 -2.8080
O -2.5514 0.6215 4.2627
S -3.5743 1.6380 4.3850
O -3.6281 2.7699 3.4832
C -5.1725 0.8388 4.4141
C -5.4213 0.5442 5.8907
C -4.9747 1.8028 6.6466
C -3.6091 2.2172 6.0791
H -5.1450 -0.0495 3.7882
H -5.9031 1.5476 4.0247
H -6.4661 0.3082 6.0763
H -4.8188 -0.3109 6.2093
H -5.6988 2.6011 6.4818
H -4.9170 1.6335 7.7150
H -3.4780 3.2957 6.0910
H -2.7899 1.7400 6.6133
O 3.9695 -6.3938 -6.0953
S 5.3827 -6.6658 -6.0341
O 5.9261 -7.6133 -5.0959
C 5.9614 -7.0599 -7.6811
C 6.3369 -5.7086 -8.2821
C 7.0781 -4.9480 -7.1743
C 6.2605 -5.1030 -5.8863
H 5.1761 -7.5769 -8.2273
H 6.8340 -7.7043 -7.5779
H 6.9514 -5.8263 -9.1734
H 5.4338 -5.1631 -8.5644
H 8.0702 -5.3825 -7.0358
H 7.2138 -3.8972 -7.4267
H 6.8911 -5.1353 -5.0010
H 5.5174 -4.3141 -5.7837
O -2.1934 -2.2679 -5.3375
S -2.7138 -3.1298 -4.3073
O -1.8567 -3.7379 -3.3233
C -4.0489 -2.2817 -3.4705
C -5.2913 -2.6498 -4.2756
C -5.1642 -4.1478 -4.5818
C -3.7323 -4.3962 -5.0747
H -3.8450 -1.2133 -3.4503
H -4.1031 -2.6735 -2.4549
H -6.2031 -2.4244 -3.7248
H -5.3118 -2.0825 -5.2088
H -5.3446 -4.7214 -3.6706
H -5.8941 -4.4721 -5.3220
H -3.3610 -5.3741 -4.7793
H -3.6497 -4.2784 -6.1534
O -7.1996 1.8443 8.4211
S -7.2123 0.5911 9.1338
O -6.0039 0.0019 9.6511
C -8.4293 0.7002 10.4407
C -9.7294 0.2434 9.7870
C -9.3626 -0.9794 8.9367
C -8.0973 -0.6252 8.1457
H -8.4658 1.7198 10.8168
H -8.1235 0.0174 11.2330
H -10.4871 0.0057 10.5318
H -10.1230 1.0355 9.1463
H -9.1621 -1.8304 9.5905
H -10.1736 -1.2646 8.2686
H -7.4550 -1.4887 7.9915
H -8.3387 -0.1655 7.1896
O -3.2204 5.9698 5.4544
S -1.8341 5.5883 5.5849
O -1.3987 4.6777 6.6137
C -1.2576 5.0017 3.9985
C -0.7445 6.2569 3.2987
C 0.0393 7.0396 4.3608
C -0.8183 7.0708 5.6320
H -2.0755 4.5112 3.4749
H -0.4502 4.2931 4.1832
H -0.1233 6.0073 2.4399
H -1.5861 6.8557 2.9431
H 0.9826 6.5295 4.5654
H 0.2791 8.0479 4.0264
H -0.2145 7.0554 6.5356
H -1.4864 7.9299 5.6470
O -9.0467 4.1106 3.5750
S -8.2016 5.0375 2.8620
O -8.3163 5.2101 1.4358
C -8.3057 6.6354 3.6632
C -7.2097 6.5942 4.7244
C -5.9923 5.9501 4.0485
C -6.4902 4.7096 3.2969
H -9.3045 6.7725 4.0714
H -8.1004 7.3954 2.9099
H -6.9826 7.5901 5.1024
H -7.5323 5.9788 5.5674
H -5.5511 6.6572 3.3422
H -5.2226 5.6846 4.7686
H -5.9236 4.5241 2.3885
H -6.4726 3.8244 3.9290

No. 4
C2H4ClP | the ωB97M-V functional and the def2-TZVPD basis

Energy relative to the best compared isomer or geometry (same formula, charge and spin) = 86.6 kcal/mol
Expectation value of S² = 2.010
Multiplicity = 3
Lowest unoccupied orbital energy (spin up / spin down) = 0.0358 / -0.0873 Eh
DFT total energy = -23943.714 eV

CARTESIAN COORDINATES (ANGSTROEM)
C 0.6500 0.0234 0.5444
C -1.8663 -0.7083 -0.6534
P -0.7556 0.5199 -0.2013
Cl -3.2341 0.0960 0.2036
H 0.8113 -1.0203 0.3853
H 1.3047 0.7844 0.8670
H -2.2974 -0.5441 -1.7617
H -1.0397 1.8802 0.1226

Which value of DFT total energy does entry 2 give?
-9327.952 eV

Which value of multiplicity does entry 4 give?
3

Among the records above, which one has the highest DFT total energy?
C4H10N2O

Copy entry 4 word for word.
C2H4ClP | the ωB97M-V functional and the def2-TZVPD basis

Energy relative to the best compared isomer or geometry (same formula, charge and spin) = 86.6 kcal/mol
Expectation value of S² = 2.010
Multiplicity = 3
Lowest unoccupied orbital energy (spin up / spin down) = 0.0358 / -0.0873 Eh
DFT total energy = -23943.714 eV

CARTESIAN COORDINATES (ANGSTROEM)
C 0.6500 0.0234 0.5444
C -1.8663 -0.7083 -0.6534
P -0.7556 0.5199 -0.2013
Cl -3.2341 0.0960 0.2036
H 0.8113 -1.0203 0.3853
H 1.3047 0.7844 0.8670
H -2.2974 -0.5441 -1.7617
H -1.0397 1.8802 0.1226